# 1
15
Properties=species:S:1:pos:R:3 method="wB97M-V/def2-TZVPD" homo_lumo_gap_ev=7.37 relative_energy_kcal_mol=138.0 total_energy_ha=-536.993367 spin_multiplicity=1 e_homo_ev=-7.7496 smiles="C=P(=C)C1=CC1.[H][H]"
C 0.632 -0.550 2.226
P 0.895 -0.038 0.621
C 2.339 -0.149 -0.237
C -0.524 -0.457 -0.391
C -1.196 -0.486 -1.506
C -2.048 -0.800 -0.264
H 1.416 -0.197 2.771
H -0.335 -0.524 2.533
H 2.049 0.424 -1.252
H 3.357 0.207 0.099
H -1.088 -0.396 -2.559
H -2.482 -1.653 -0.029
H -2.681 0.092 -0.035
H -0.099 2.414 -1.321
H -0.236 2.113 -0.656

# 2
81
Properties=species:S:1:pos:R:3 method="wB97M-V/def2-TZVPD" homo_lumo_gap_ev="7.06 / 6.82" relative_energy_kcal_mol=20.1 total_energy_ha=-8904.135641 spin_multiplicity=3 total_charge=+1 s2=2.01 e_homo_ev="-9.9374 / -10.4261"
Pt 0.468 0.338 0.150
Se 1.712 -0.915 -2.257
Se 0.912 -2.774 -1.150
C -0.991 -2.412 -1.112
C -1.889 -3.433 -1.386
C -3.238 -3.133 -1.335
C -3.635 -1.830 -1.058
C -2.656 -0.878 -0.825
N -1.366 -1.182 -0.832
C 3.025 -0.293 -0.969
C 4.321 -0.007 -1.360
C 5.231 0.381 -0.388
C 4.818 0.424 0.938
C 3.497 0.138 1.233
N 2.610 -0.194 0.297
H -1.528 -4.423 -1.622
H -3.970 -3.904 -1.523
H -4.680 -1.564 -1.035
H -2.892 0.160 -0.621
H 4.603 -0.097 -2.398
H 6.250 0.605 -0.664
H 5.504 0.672 1.732
H 3.114 0.158 2.245
N -0.574 1.605 -0.931
C -0.252 2.802 -1.129
C -1.211 3.815 -1.588
C -2.403 3.425 -2.201
C -3.324 4.375 -2.597
C -3.076 5.720 -2.363
C -1.904 6.111 -1.735
C -0.967 5.167 -1.358
C 1.172 3.182 -0.859
C 2.031 3.577 -1.878
C 3.368 3.807 -1.597
C 3.848 3.660 -0.304
C 2.992 3.282 0.718
C 1.657 3.026 0.442
H -2.572 2.371 -2.374
H -4.242 4.077 -3.084
H -3.796 6.465 -2.666
H -1.725 7.157 -1.539
H -0.052 5.476 -0.872
H 1.658 3.702 -2.884
H 4.039 4.107 -2.389
H 4.889 3.850 -0.083
H 3.367 3.197 1.728
H 0.963 2.797 1.247
C 0.874 0.705 6.615
C 0.003 -0.352 6.406
C -0.382 -0.684 5.121
C 0.106 0.038 4.038
C 0.973 1.101 4.250
C 1.358 1.432 5.540
As -0.522 -0.449 2.261
C -0.555 -2.383 2.388
C 0.631 -2.992 2.800
C 0.782 -4.364 2.729
C -0.247 -5.145 2.225
C -1.436 -4.552 1.833
C -1.589 -3.176 1.904
C -2.331 0.260 2.368
C -3.401 -0.407 2.950
C -4.642 0.205 3.020
C -4.824 1.480 2.510
C -3.758 2.155 1.937
C -2.516 1.548 1.871
H 1.176 0.957 7.620
H -0.378 -0.923 7.239
H -1.061 -1.511 4.942
H 1.346 1.670 3.403
H 2.037 2.255 5.707
H 1.443 -2.371 3.170
H 1.709 -4.824 3.042
H -0.116 -6.213 2.127
H -2.241 -5.162 1.447
H -2.511 -2.718 1.565
H -3.270 -1.409 3.344
H -5.471 -0.318 3.472
H -5.798 1.943 2.549
H -3.895 3.146 1.535
H -1.674 2.063 1.413

# 3
80
Properties=species:S:1:pos:R:3 method="wB97M-V/def2-TZVPD" homo_lumo_gap_ev=4.03 total_energy_ha=-2148.490593 spin_multiplicity=1 total_charge=-1 e_homo_ev=-3.5333
C 6.655 -2.853 -2.245
O 6.294 -1.728 -1.426
C 5.066 -1.159 -1.569
C 4.760 -0.064 -0.715
C 3.477 0.416 -0.620
C 2.388 -0.227 -1.288
C 1.043 0.088 -0.958
C -0.064 -0.765 -1.241
C -1.371 -0.231 -1.461
C -2.483 -1.014 -1.643
C -3.909 -0.409 -1.770
C -4.649 -0.959 -2.997
C -3.849 1.116 -1.902
C -4.740 -0.768 -0.529
C -2.329 -2.478 -1.592
O -3.332 -3.231 -1.629
C -0.978 -3.046 -1.450
C -0.787 -4.582 -1.392
C -1.475 -5.146 -0.140
C 0.701 -4.954 -1.342
C -1.404 -5.262 -2.621
C 0.071 -2.185 -1.271
C 2.755 -1.184 -2.288
C 4.058 -1.618 -2.459
H 7.680 -3.069 -1.950
H 6.017 -3.721 -2.044
H 6.616 -2.587 -3.308
H 5.576 0.347 -0.121
H 3.259 1.273 0.019
H 0.836 1.014 -0.429
H -1.454 0.857 -1.511
H -4.748 -2.046 -2.922
H -5.651 -0.512 -3.039
H -4.113 -0.704 -3.919
H -3.404 1.584 -1.014
H -3.274 1.407 -2.791
H -4.867 1.518 -2.012
H -4.273 -0.376 0.385
H -5.745 -0.333 -0.623
H -4.830 -1.858 -0.448
H -2.551 -4.943 -0.182
H -1.316 -6.232 -0.086
H -1.063 -4.687 0.768
H 1.229 -4.563 -2.223
H 1.177 -4.565 -0.431
H 0.818 -6.046 -1.337
H -0.920 -4.906 -3.538
H -1.263 -6.349 -2.552
H -2.475 -5.045 -2.670
H 1.075 -2.586 -1.113
H 1.980 -1.590 -2.934
H 4.293 -2.358 -3.230
C -4.653 4.267 1.485
C -3.975 5.241 2.223
C -2.754 4.935 2.836
C -2.200 3.657 2.725
S -0.723 3.241 3.673
C 0.632 3.335 2.606
C 1.940 3.467 3.081
C 2.947 3.884 2.141
C 4.272 4.008 2.518
C 4.690 3.665 3.818
C 6.088 3.706 4.144
N 7.240 3.715 4.358
C 3.724 3.262 4.761
C 2.390 3.160 4.413
O -0.673 4.306 4.658
O -0.922 1.877 4.127
C -2.874 2.685 1.974
C -4.102 2.986 1.362
H -5.606 4.502 1.005
H -4.398 6.241 2.335
H -2.256 5.689 3.439
H 0.437 3.282 1.546
H 2.635 4.104 1.119
H 5.023 4.374 1.816
H 4.046 3.035 5.780
H 1.668 2.802 5.148
H -2.463 1.679 1.906
H -4.641 2.210 0.807

# 4
26
Properties=species:S:1:pos:R:3 method="wB97M-V/def2-TZVPD" homo_lumo_gap_ev=8.82 relative_energy_kcal_mol=83.1 total_energy_ha=-916.927134 spin_multiplicity=1 e_homo_ev=-8.6518 smiles="CC(C)N(O)C(=S)c1ccccc1"
C 0.622 -1.107 -2.341
C 1.109 -0.352 -1.078
C 2.617 -0.125 -1.205
N 0.911 -1.249 0.086
O 1.699 -2.400 -0.127
C -0.132 -1.434 0.910
S -0.259 -2.931 1.742
C -1.006 -0.337 1.331
C -2.404 -0.460 1.527
C -3.049 0.435 2.353
C -2.365 1.544 2.896
C -1.093 1.787 2.458
C -0.386 0.799 1.804
H 1.151 -1.957 -2.693
H -0.346 -1.452 -2.377
H 0.703 -0.535 -3.344
H 0.559 0.505 -0.966
H 3.040 -1.131 -1.408
H 2.836 0.422 -0.211
H 2.879 0.621 -1.929
H 1.203 -3.133 0.535
H -3.117 -1.268 1.168
H -4.123 0.301 2.509
H -2.942 2.310 3.480
H -0.503 2.640 2.877
H 0.661 0.979 1.469

# 5
12
Properties=species:S:1:pos:R:3 method="wB97M-V/def2-TZVPD" homo_lumo_gap_ev=10.21 relative_energy_kcal_mol=102.3 total_energy_ha=-377.500991 spin_multiplicity=1 e_homo_ev=-9.6228
C 1.654 0.263 0.115
C 1.149 -1.116 0.525
C -1.936 0.389 -0.257
C -0.917 1.254 -0.642
C 0.306 0.780 -0.261
H 1.584 -2.353 0.255
H 0.966 -1.278 1.667
H -3.137 0.512 -0.186
H -1.068 2.279 -1.298
N -0.063 -0.518 -0.037
N -1.279 -0.858 0.003
O 2.740 0.648 0.116

# 6
16
Properties=species:S:1:pos:R:3 method="wB97M-V/def2-TZVPD" homo_lumo_gap_ev=11.03 relative_energy_kcal_mol=33.0 total_energy_ha=-271.700009 spin_multiplicity=1 e_homo_ev=-10.0951 smiles=CC1(CO)CC1
C 0.454 1.379 -0.377
C -0.157 0.044 0.021
C 0.824 -0.604 1.010
O 2.201 -0.365 0.712
C -0.933 -0.798 -0.965
C -1.660 -0.125 0.163
H 0.466 1.534 -1.459
H -0.016 2.228 0.131
H 1.491 1.319 -0.039
H 0.665 -1.683 1.108
H 0.687 -0.121 1.985
H 2.416 -0.658 -0.185
H -0.840 -1.881 -0.907
H -1.086 -0.419 -1.973
H -2.301 0.722 -0.090
H -2.089 -0.755 0.943

# 7
45
Properties=species:S:1:pos:R:3 method="wB97M-V/def2-TZVPD" homo_lumo_gap_ev=8.93 relative_energy_kcal_mol=0.0 total_energy_ha=-1787.800812 spin_multiplicity=1 e_homo_ev=-8.3357 smiles="COCC(=O)Nc1nnc(SCC(=O)N2[C@H](C)CCC[C@@H]2C)s1"
C 3.649 3.123 7.001
O 3.000 2.582 5.874
C 1.611 2.455 6.048
C 0.960 1.893 4.797
O -0.231 1.697 4.701
N 1.835 1.629 3.791
C 1.428 1.142 2.580
N 2.227 0.892 1.601
N 1.610 0.434 0.519
C 0.331 0.333 0.663
S -0.750 -0.214 -0.566
C 0.440 -0.414 -1.940
C -0.234 -0.333 -3.305
O 0.007 0.628 -4.012
N -1.036 -1.345 -3.703
C -1.589 -1.233 -5.054
C -3.007 -0.661 -5.061
C -1.479 -2.564 -5.801
C -2.035 -3.723 -4.986
C -1.296 -3.787 -3.656
C -1.412 -2.475 -2.869
C -2.799 -2.308 -2.238
S -0.264 0.817 2.250
H 3.509 2.487 7.882
H 4.706 3.173 6.751
H 3.277 4.129 7.226
H 1.373 1.785 6.889
H 1.146 3.430 6.263
H 2.820 1.816 3.932
H 0.986 -1.346 -1.792
H 1.134 0.423 -1.867
H -0.948 -0.500 -5.557
H -3.052 0.213 -4.416
H -3.262 -0.352 -6.072
H -3.747 -1.381 -4.729
H -2.005 -2.473 -6.751
H -0.426 -2.760 -6.017
H -3.106 -3.596 -4.823
H -1.896 -4.659 -5.530
H -1.685 -4.598 -3.038
H -0.240 -3.988 -3.852
H -0.696 -2.530 -2.046
H -2.930 -1.291 -1.880
H -2.890 -2.982 -1.389
H -3.595 -2.537 -2.938

# 8
79
Properties=species:S:1:pos:R:3 method="wB97M-V/def2-TZVPD" homo_lumo_gap_ev="3.05 / 1.79" relative_energy_kcal_mol=0.0 total_energy_ha=-3802.444061 spin_multiplicity=1 total_charge=-1 e_homo_ev="-0.7430 / 0.5184"
Ga 0.000 0.000 0.000
N 0.319 -2.903 2.383
N 0.240 -2.175 -1.251
C 0.683 1.887 -0.523
C 1.805 1.025 -0.193
C 1.647 0.596 1.172
C 2.593 -0.267 1.957
H 3.354 -0.727 1.304
H 2.056 -1.079 2.477
H 3.128 0.343 2.709
C 0.429 1.151 1.686
C -0.092 0.970 3.084
H 0.350 1.714 3.775
H 0.151 -0.036 3.462
H -1.188 1.086 3.121
C -0.156 1.972 0.637
C -1.388 2.822 0.775
H -2.135 2.350 1.434
H -1.865 2.996 -0.203
H -1.131 3.808 1.206
C 2.965 0.706 -1.094
H 3.822 1.379 -0.901
H 2.684 0.822 -2.153
H 3.317 -0.330 -0.951
C 0.503 2.653 -1.802
H -0.561 2.834 -2.018
H 0.924 2.112 -2.664
H 1.008 3.638 -1.744
C -0.358 -3.573 3.325
H 0.102 -3.592 4.324
C -1.574 -4.231 3.098
H -2.079 -4.768 3.907
C -2.114 -4.175 1.804
H -3.063 -4.670 1.573
C -1.429 -3.473 0.811
H -1.835 -3.394 -0.202
C -0.206 -2.838 1.134
C 0.554 -2.015 0.173
H 1.637 -2.087 0.344
C -0.043 -0.929 -1.693
C 0.251 -3.117 -2.275
H 0.444 -4.177 -2.120
C -0.038 -2.413 -3.415
H -0.155 -2.736 -4.448
N -0.210 -1.062 -3.048
C -0.446 0.016 -3.967
C 0.572 0.367 -4.880
C 0.340 1.452 -5.741
H 1.129 1.745 -6.444
C -0.862 2.180 -5.713
C -1.098 3.331 -6.664
H -1.644 4.154 -6.170
H -1.706 3.007 -7.530
H -0.148 3.732 -7.055
C -1.849 1.796 -4.789
H -2.793 2.353 -4.749
C -1.669 0.719 -3.906
C -2.735 0.360 -2.902
H -2.818 -0.731 -2.766
H -3.715 0.757 -3.214
H -2.488 0.778 -1.911
C 1.887 -0.378 -4.923
H 1.807 -1.310 -5.512
H 2.221 -0.666 -3.912
H 2.668 0.244 -5.390
C -3.038 -1.003 4.138
N -2.525 -0.925 2.785
C -2.991 -0.197 1.637
S -2.358 -0.592 0.165
N -4.002 0.826 1.664
C -4.622 1.398 2.835
H -3.967 -0.472 4.319
H -2.268 -0.628 4.845
H -3.238 -2.069 4.380
H -1.690 -1.481 2.640
H -4.239 1.270 0.764
H -5.231 2.278 2.540
H -5.333 0.680 3.289
H -3.846 1.745 3.550